The following is a DFT calculation (wB97M-V/def2-TZVPD) of a molecular structure, C24H34N4O9SY at a distorted geometry.

Geometry (Å):
1 Y 0.367 0.885 -0.045
2 O 1.858 -2.773 1.782
3 C 1.094 -1.960 1.288
4 O 1.394 -0.860 0.733
5 C -0.440 -2.246 1.329
6 N -1.136 -1.012 1.685
7 C -2.578 -1.174 1.573
8 C -3.048 -1.335 0.120
9 N -2.312 -0.485 -0.818
10 C -3.108 0.652 -1.274
11 C -3.360 1.686 -0.179
12 N -2.136 2.408 0.178
13 C -2.201 2.978 1.527
14 C -0.852 3.002 2.255
15 N -0.238 1.679 2.448
16 C -1.033 0.830 3.343
17 C -0.779 -0.651 3.058
18 C 1.080 1.870 3.069
19 C 2.186 2.341 2.062
20 O 3.065 3.064 2.495
21 O 2.073 1.860 0.898
22 C -1.913 3.472 -0.806
23 C -0.396 3.833 -0.939
24 O -0.100 5.009 -1.045
25 O 0.366 2.823 -0.941
26 C -1.881 -1.244 -1.992
27 C -0.693 -0.561 -2.740
28 O -0.626 -0.714 -3.945
29 O 0.121 0.059 -1.990
30 H -0.672 -3.064 2.033
31 H -0.722 -2.556 0.324
32 H -3.057 -0.300 2.020
33 H -2.918 -2.061 2.144
34 H -4.127 -1.124 0.075
35 H -2.922 -2.382 -0.165
36 H -4.086 0.311 -1.665
37 H -2.568 1.122 -2.098
38 H -3.757 1.177 0.700
39 H -4.139 2.386 -0.527
40 H -2.930 2.416 2.121
41 H -2.564 4.019 1.498
42 H -1.006 3.495 3.232
43 H -0.149 3.612 1.679
44 H -2.096 1.037 3.212
45 H -0.787 1.038 4.396
46 H -1.343 -1.268 3.783
47 H 0.283 -0.871 3.192
48 H 1.446 0.910 3.444
49 H 1.024 2.571 3.915
50 H -2.494 4.376 -0.565
51 H -2.209 3.125 -1.797
52 H -2.708 -1.415 -2.700
53 H -1.495 -2.220 -1.685
54 C 2.281 -5.111 -2.588
55 C 2.567 -3.648 -2.430
56 C 2.245 -2.732 -3.423
57 C 2.438 -1.378 -3.214
58 C 2.959 -0.925 -2.012
59 C 3.310 -1.835 -1.029
60 C 3.123 -3.187 -1.243
61 S 2.894 0.875 -1.723
62 C 4.434 1.033 -0.724
63 O 3.255 1.467 -3.017
64 H 2.062 -5.361 -3.621
65 H 1.416 -5.371 -1.978
66 H 3.123 -5.708 -2.243
67 H 1.800 -3.075 -4.347
68 H 2.146 -0.657 -3.960
69 H 3.685 -1.511 -0.073
70 H 3.373 -3.887 -0.460
71 H 5.284 0.802 -1.358
72 H 4.369 0.379 0.133
73 H 4.456 2.063 -0.383

Computed properties:
Total energy ... -2267.9761 Ha
Total charge ... -1
Multiplicity ... 1


The following is a DFT calculation (wB97M-V/def2-TZVPD) of 6 unconnected molecules or ions with the total composition C24H34N5O6P at a distorted geometry.

Geometry (Å):
1 C 5.205 3.884 -3.602
2 O 4.921 2.727 -4.413
3 P 4.090 1.583 -3.738
4 O 3.797 1.791 -2.324
5 O 4.856 0.246 -3.999
6 O 2.768 1.403 -4.593
7 C 1.941 2.581 -4.610
8 C 0.496 2.178 -4.244
9 C 0.085 2.932 -3.009
10 O -0.613 3.926 -3.081
11 O 0.592 2.471 -1.840
12 H 4.322 4.474 -3.425
13 H 5.651 3.602 -2.667
14 H 5.881 4.486 -4.182
15 H 4.764 -0.254 -3.181
16 H 2.290 3.305 -3.886
17 H 1.973 3.055 -5.575
18 H 0.501 1.115 -4.062
19 H -0.158 2.448 -5.049
20 H 0.131 1.667 -1.584
21 N -2.110 -1.064 -1.153
22 C -1.866 -1.738 -2.320
23 C -2.092 -0.875 -3.357
24 C -2.490 0.370 -2.795
25 C -2.489 0.225 -1.433
26 H -2.017 -1.453 -0.232
27 H -1.552 -2.767 -2.309
28 H -1.984 -1.108 -4.402
29 H -2.744 1.270 -3.330
30 H -2.725 0.921 -0.645
31 N -4.787 -2.132 0.445
32 C -4.640 -2.272 1.800
33 C -5.741 -2.928 2.276
34 C -6.586 -3.197 1.165
35 C -5.969 -2.694 0.050
36 H -4.126 -1.684 -0.163
37 H -3.770 -1.896 2.308
38 H -5.919 -3.188 3.306
39 H -7.537 -3.701 1.182
40 H -6.268 -2.688 -0.984
41 N 4.538 -2.153 1.418
42 C 4.560 -2.907 0.279
43 C 4.387 -2.062 -0.784
44 C 4.256 -0.742 -0.264
45 C 4.357 -0.834 1.097
46 H 4.638 -2.511 2.348
47 H 4.696 -3.974 0.322
48 H 4.356 -2.361 -1.820
49 H 4.112 0.165 -0.832
50 H 4.313 -0.078 1.862
51 N 1.253 3.093 1.347
52 C 0.009 2.751 1.793
53 C 0.004 2.861 3.158
54 C 1.300 3.293 3.549
55 C 2.045 3.429 2.408
56 H 1.538 3.098 0.382
57 H -0.765 2.461 1.103
58 H -0.833 2.659 3.804
59 H 1.644 3.484 4.552
60 H 3.066 3.733 2.261
61 N -3.454 -3.471 6.476
62 C -2.720 -4.211 5.590
63 C -2.276 -3.368 4.609
64 C -2.761 -2.067 4.917
65 C -3.483 -2.164 6.074
66 H -3.905 -3.832 7.295
67 H -2.578 -5.268 5.734
68 H -1.673 -3.652 3.763
69 H -2.598 -1.164 4.353
70 H -4.012 -1.420 6.643

Computed properties:
Total energy ... -2001.5630 Ha
Structure (SMILES) ... CO[P@](=O)(O)OCCC(=O)O.c1cc[nH]c1.c1cc[nH]c1.c1cc[nH]c1.c1cc[nH]c1.c1cc[nH]c1
Multiplicity ... 1


The following is a DFT calculation (wB97M-V/def2-TZVPD) of a molecular structure, C24H35BClF12NO15S at a distorted geometry.

Geometry (Å):
1 C 1.333 0.919 5.459
2 C 0.892 0.785 3.991
3 C 2.058 0.453 3.090
4 O 1.676 0.619 1.729
5 C 2.130 -0.376 0.858
6 C 1.270 -1.618 0.956
7 O 0.035 -1.436 0.247
8 S -0.767 -2.801 0.513
9 O -1.668 -3.139 -0.537
10 O -1.276 -2.737 1.845
11 O 0.507 -3.734 0.364
12 C 1.773 -2.969 0.458
13 C 2.327 -3.019 -0.966
14 C 3.560 -2.182 -1.113
15 O 4.508 -2.165 -0.324
16 Cl 3.578 -1.150 -2.565
17 B 2.697 -3.851 1.461
18 N 3.406 -3.315 2.616
19 O 2.794 -5.178 1.141
20 H 0.708 0.283 6.074
21 H 2.380 0.660 5.581
22 H 1.204 1.946 5.774
23 H 0.463 1.715 3.630
24 H 0.122 0.026 3.877
25 H 2.395 -0.572 3.265
26 H 2.899 1.116 3.303
27 H 2.029 0.024 -0.150
28 H 3.182 -0.611 1.005
29 H 1.067 -1.772 2.018
30 H 2.616 -4.049 -1.174
31 H 1.588 -2.755 -1.714
32 H 2.812 -3.203 3.428
33 H 3.858 -2.433 2.410
34 H 3.723 -5.423 1.112
35 C -3.740 5.440 2.670
36 C -3.900 4.063 3.271
37 O -2.747 3.702 4.059
38 C -2.704 4.189 5.284
39 O -3.519 4.874 5.822
40 C -1.420 3.694 5.977
41 F -0.357 3.855 5.184
42 F -1.532 2.392 6.264
43 F -1.200 4.355 7.099
44 H -2.816 5.499 2.107
45 H -4.575 5.663 2.008
46 H -3.701 6.208 3.443
47 H -3.954 3.309 2.490
48 H -4.803 3.980 3.876
49 C -0.926 -7.082 -1.690
50 C 0.531 -7.327 -1.370
51 O 1.126 -8.279 -2.278
52 C 1.492 -7.801 -3.453
53 O 1.400 -6.674 -3.836
54 C 2.127 -8.927 -4.289
55 F 1.389 -10.033 -4.249
56 F 3.340 -9.214 -3.808
57 F 2.255 -8.550 -5.550
58 H -1.484 -8.019 -1.696
59 H -1.361 -6.418 -0.943
60 H -1.049 -6.620 -2.669
61 H 0.637 -7.771 -0.384
62 H 1.109 -6.404 -1.382
63 C -0.952 0.880 -2.277
64 C -2.330 0.690 -1.685
65 O -2.760 1.870 -0.973
66 C -3.231 2.853 -1.710
67 O -3.358 2.883 -2.897
68 C -3.648 4.015 -0.794
69 F -2.697 4.282 0.108
70 F -4.772 3.710 -0.138
71 F -3.861 5.111 -1.503
72 H -0.242 1.165 -1.499
73 H -0.615 -0.047 -2.739
74 H -0.949 1.663 -3.034
75 H -2.324 -0.100 -0.941
76 H -3.067 0.433 -2.444
77 C -1.504 6.090 -3.668
78 C -0.109 5.991 -3.092
79 O 0.533 4.756 -3.473
80 C 1.051 4.718 -4.688
81 O 1.056 5.590 -5.501
82 C 1.716 3.347 -4.914
83 F 0.920 2.353 -4.517
84 F 2.851 3.274 -4.214
85 F 1.999 3.173 -6.193
86 H -2.093 5.219 -3.384
87 H -2.000 6.986 -3.297
88 H -1.483 6.133 -4.756
89 H -0.143 5.964 -2.005
90 H 0.514 6.835 -3.386

Computed properties:
Total energy ... -4200.6264 Ha
Multiplicity ... 1


The following is a DFT calculation (wB97M-V/def2-TZVPD) of a molecular structure, C24H35Cl3N4O3PS3W.

Geometry (Å):
1 W -0.605 0.255 0.330
2 C 0.798 6.071 2.732
3 C 0.474 5.180 1.569
4 O -0.055 3.908 2.117
5 P -0.193 2.596 1.304
6 S 1.390 1.341 1.269
7 S -1.070 2.561 -0.479
8 O -1.242 1.686 2.161
9 C -1.209 1.616 3.629
10 C -2.006 0.411 4.057
11 H 1.126 7.034 2.350
12 H 1.596 5.654 3.339
13 H -0.079 6.235 3.353
14 H 1.352 4.935 0.969
15 H -0.311 5.581 0.927
16 H -1.636 2.556 3.982
17 H -0.162 1.550 3.937
18 H -3.029 0.466 3.685
19 H -2.060 0.368 5.143
20 H -1.523 -0.510 3.725
21 Cl -0.643 -8.856 -0.834
22 C 0.016 -7.492 -1.658
23 C 0.440 -6.388 -0.932
24 C 0.953 -5.298 -1.617
25 C 1.043 -5.266 -3.005
26 C 1.577 -4.090 -3.790
27 C 2.417 -3.065 -2.992
28 N 1.626 -1.927 -2.513
29 C 1.342 -0.822 -3.279
30 C 0.561 -0.014 -2.525
31 N 0.342 -0.625 -1.298
32 C 1.013 -1.781 -1.347
33 O 0.605 -3.400 -4.566
34 C -0.680 -3.150 -3.998
35 C -1.756 -4.040 -4.538
36 C -2.159 -4.055 -5.845
37 Cl -1.541 -3.065 -7.098
38 S -3.395 -5.191 -6.159
39 C -3.419 -5.661 -4.513
40 C -2.504 -4.976 -3.770
41 C 0.642 -6.411 -3.695
42 Cl 0.787 -6.487 -5.413
43 C 0.130 -7.518 -3.038
44 H 0.401 -6.404 0.143
45 H 1.329 -4.471 -1.031
46 H 2.266 -4.505 -4.536
47 H 3.164 -2.629 -3.656
48 H 2.947 -3.500 -2.147
49 H 1.714 -0.727 -4.280
50 H 0.147 0.951 -2.752
51 H 1.087 -2.487 -0.536
52 H -0.896 -2.103 -4.236
53 H -0.648 -3.257 -2.911
54 H -4.094 -6.430 -4.188
55 H -2.336 -5.155 -2.721
56 H -0.176 -8.385 -3.600
57 C -4.394 -2.292 0.611
58 C -3.473 -1.399 -0.215
59 C -4.189 -0.168 -0.736
60 C -2.788 -2.167 -1.324
61 N -2.411 -0.847 0.714
62 N -1.368 -1.742 1.144
63 H -5.178 -2.695 -0.026
64 H -4.879 -1.735 1.413
65 H -3.860 -3.140 1.042
66 H -5.020 -0.489 -1.360
67 H -3.531 0.460 -1.339
68 H -4.596 0.436 0.072
69 H -3.532 -2.405 -2.080
70 H -2.375 -3.121 -0.995
71 H -2.003 -1.580 -1.814
72 H -2.898 -0.495 1.548
73 H -1.381 -2.584 0.558
74 H -1.471 -2.010 2.127

Computed properties:
Total energy ... -4363.3842 Ha
Total charge ... +2
Multiplicity ... 2


The following is a DFT calculation (wB97M-V/def2-TZVPD) of 4 unconnected molecules or ions with the total composition C24H35ClINO7 at a distorted geometry.

Geometry (Å):
1 C 4.458 -1.877 -0.098
2 C 3.091 -2.484 -0.529
3 C 2.033 -2.205 0.561
4 C 2.683 -2.104 -1.966
5 C 2.276 -0.616 -2.193
6 C 0.851 -0.308 -1.735
7 C -0.299 -0.828 -2.319
8 I -0.199 -2.192 -3.925
9 C -1.548 -0.453 -1.867
10 C -1.747 0.350 -0.771
11 C -3.120 0.775 -0.287
12 C -3.994 -0.259 0.426
13 O -4.652 0.106 1.375
14 N -3.977 -1.581 -0.120
15 C -4.035 -2.580 0.965
16 C -5.061 -1.709 -1.104
17 C -0.607 0.791 -0.077
18 C 0.653 0.535 -0.651
19 C 1.775 1.333 0.004
20 O 2.367 2.090 -0.743
21 C 1.842 1.535 1.485
22 C 3.190 1.583 2.166
23 C 4.266 2.408 1.426
24 O 4.376 3.572 1.651
25 Cl 5.285 1.602 0.196
26 C 0.659 1.624 2.077
27 C -0.649 1.426 1.290
28 O -1.600 1.221 2.027
29 H 5.104 -1.684 -0.964
30 H 4.310 -0.982 0.516
31 H 4.972 -2.610 0.542
32 H 3.257 -3.572 -0.510
33 H 1.005 -2.359 0.202
34 H 2.202 -2.811 1.459
35 H 2.085 -1.143 0.847
36 H 3.576 -2.281 -2.588
37 H 1.926 -2.817 -2.306
38 H 2.370 -0.309 -3.245
39 H 3.027 -0.034 -1.646
40 H -2.407 -0.844 -2.410
41 H -2.998 1.635 0.371
42 H -3.650 1.220 -1.152
43 H -3.819 -2.149 1.946
44 H -5.029 -3.050 0.967
45 H -3.273 -3.343 0.755
46 H -4.804 -2.529 -1.790
47 H -6.026 -1.899 -0.617
48 H -5.129 -0.807 -1.725
49 H 3.111 1.844 3.224
50 H 3.537 0.534 2.126
51 H 0.650 1.696 3.164
52 C 7.495 -0.365 -2.639
53 O 6.407 -1.277 -2.771
54 H 7.562 -0.064 -1.595
55 H 8.431 -0.843 -2.936
56 H 7.319 0.518 -3.257
57 H 6.355 -1.533 -3.695
58 C -2.068 3.969 4.002
59 O -0.857 4.361 3.375
60 H -2.288 4.623 4.843
61 H -2.885 4.045 3.280
62 H -1.989 2.939 4.359
63 H -0.732 3.752 2.640
64 C -7.134 1.292 0.191
65 O -7.488 0.343 -0.816
66 H -6.059 1.410 0.193
67 H -7.601 2.257 -0.027
68 H -7.455 0.937 1.172
69 H -8.444 0.253 -0.802

Computed properties:
Total energy ... -2274.7242 Ha
Structure (SMILES) ... CC(C)CCc1c(I)cc(CC(=O)N(C)C)c2c1C(=O)C(CC(=O)Cl)=CC2=O.CO.CO.CO
Multiplicity ... 1


The following is a DFT calculation (wB97M-V/def2-TZVPD) of a gas-phase ion, C24H35N2O (charge +1).

Geometry (Å):
1 C 4.338 0.491 -2.054
2 H 4.082 0.484 -3.112
3 H 3.596 -0.084 -1.503
4 H 5.299 -0.003 -1.937
5 C 4.424 1.923 -1.529
6 C 5.537 2.688 -2.240
7 H 6.489 2.186 -2.093
8 H 5.340 2.743 -3.308
9 H 5.620 3.700 -1.852
10 C 3.100 2.677 -1.710
11 H 2.826 2.719 -2.768
12 H 3.217 3.702 -1.345
13 O 2.038 2.106 -0.946
14 C 1.074 1.375 -1.664
15 C 0.452 0.332 -0.735
16 N -0.055 0.887 0.540
17 C 0.918 1.026 1.641
18 H 1.279 0.047 1.956
19 H 1.752 1.622 1.268
20 C 0.140 1.764 2.733
21 H 0.780 2.478 3.246
22 H -0.242 1.069 3.479
23 C -1.017 2.462 1.991
24 H -1.057 3.527 2.202
25 C -0.732 2.199 0.515
26 H -1.633 2.164 -0.097
27 H -0.034 2.938 0.120
28 H -1.977 2.031 2.276
29 H -0.792 0.145 0.761
30 H 1.220 -0.397 -0.459
31 C -0.752 -0.393 -1.389
32 N -1.577 -0.962 -0.337
33 C -2.978 -0.655 -0.389
34 C -3.620 -0.393 0.816
35 C -4.968 -0.086 0.834
36 C -5.683 -0.033 -0.352
37 C -5.047 -0.300 -1.552
38 C -3.699 -0.616 -1.575
39 H -3.218 -0.844 -2.514
40 H -5.602 -0.275 -2.476
41 H -6.733 0.209 -0.339
42 H -5.460 0.113 1.773
43 H -3.062 -0.447 1.740
44 C -1.307 -2.378 -0.045
45 C -0.001 -2.540 0.686
46 C 0.067 -2.265 2.048
47 C 1.263 -2.395 2.733
48 C 2.407 -2.795 2.061
49 C 2.348 -3.072 0.706
50 C 1.150 -2.946 0.022
51 H 1.107 -3.184 -1.031
52 H 3.233 -3.397 0.181
53 H 3.338 -2.904 2.596
54 H 1.301 -2.197 3.794
55 H -0.828 -1.972 2.578
56 H -2.123 -2.742 0.583
57 H -1.301 -2.969 -0.970
58 H -1.336 0.340 -1.953
59 H -0.384 -1.147 -2.091
60 H 1.521 0.845 -2.512
61 H 0.300 2.050 -2.062
62 H 4.642 1.888 -0.457

Computed properties:
Total energy ... -1120.0522 Ha
ΔE to the lowest compared entry with this formula, charge and spin ... 0.00 kcal per mole
Structure (SMILES) ... CC(C)COC[C@H](CN(Cc1ccccc1)c1ccccc1)[NH+]1CCCC1
Total charge ... +1
Multiplicity ... 1